DFT (the ωB97M-V functional and the def2-TZVPD basis) results for a structure of composition C32H41MoN11O2S.

The calculation puts the total energy at -2462.63276 Ha. As for the charge: +2. As for the spin multiplicity: 3. The energy above the lowest of the compared OMol25 structures with the same formula, charge and spin is 12.72 kcal per mole. As for the strongest force on any atom: 0.43 eV/A.

The geometry in XYZ format:
```
88
Properties=species:S:1:pos:R:3:forces:R:3
Mo 0.303863 0.401976 0.192307 -0.36 -0.23 -0.06
N -7.722176 -1.275653 1.293171 -0.02 -0.01 0.02
C -6.505752 -0.702198 1.400753 0.03 0.02 -0.04
C -5.916195 -0.062062 0.288748 -0.02 -0.01 0.03
C -4.679509 0.518862 0.397353 0.02 0.01 -0.04
C -3.996407 0.474746 1.615831 -0.01 -0.01 0.04
C -4.564297 -0.154648 2.729003 0.00 0.00 -0.01
C -5.800802 -0.737245 2.620888 0.00 0.00 -0.01
S -2.464867 1.220900 1.771860 0.02 0.01 0.03
O -2.238422 2.184135 0.725849 -0.01 0.01 -0.04
O -2.185864 1.547917 3.134026 0.01 -0.03 -0.06
N -1.308389 0.039439 1.324157 -0.10 -0.01 0.04
C -0.794710 -0.860444 2.233952 0.10 -0.08 0.07
N 0.485209 -1.063547 1.870986 0.01 0.00 -0.04
C 1.248585 -1.793639 2.691736 -0.01 0.04 -0.01
C 0.690555 -2.369770 3.813005 0.02 0.01 0.01
C -0.665003 -2.155728 4.039946 0.01 -0.02 0.02
N -1.420924 -1.382003 3.259321 -0.02 0.05 -0.01
H -8.268717 -1.174171 0.457089 0.00 0.00 0.00
H -8.185590 -1.651276 2.101122 0.00 0.00 0.00
H -6.458130 -0.012378 -0.646716 -0.01 0.00 0.00
H -4.246092 1.036002 -0.448271 0.00 0.01 0.01
H -4.029446 -0.168982 3.667949 0.00 0.00 0.01
H -6.249367 -1.216278 3.481274 0.00 0.00 0.00
H 2.294289 -1.896155 2.446627 0.01 -0.01 0.00
H 1.286582 -2.965193 4.487239 0.00 -0.01 0.00
H -1.161227 -2.609762 4.889144 -0.01 0.01 0.00
C -0.398249 0.469344 -3.810602 0.03 -0.04 0.00
C -1.151228 -0.685199 -3.141010 0.00 0.05 -0.03
C -1.877299 -0.360111 -1.842283 0.02 0.04 0.04
C -0.280992 -1.912666 -2.986275 0.03 -0.03 0.03
C -0.568358 -2.983216 -3.820856 -0.01 0.04 0.01
C 0.203404 -4.127899 -3.813496 0.00 -0.03 -0.01
C 1.271417 -4.205304 -2.947927 0.00 -0.02 -0.01
C 1.607581 -3.171923 -2.071778 0.01 0.02 0.07
C 2.815910 -3.496955 -1.187611 -0.01 0.02 0.03
C 4.169851 -3.107847 -1.797385 0.01 0.00 0.00
C 2.711004 -3.074349 0.269542 -0.03 -0.05 0.01
C 0.811726 -2.008358 -2.102271 -0.07 0.00 -0.01
N 1.196606 -0.858823 -1.279527 0.10 0.11 -0.05
C 2.414769 -0.404285 -1.493257 0.03 -0.06 -0.09
C 2.984092 0.548081 -0.639770 0.05 0.03 0.07
C 4.182074 1.263846 -0.633749 -0.03 0.00 0.04
C 4.119743 2.149341 0.444069 -0.03 -0.03 -0.03
C 2.879055 1.979779 1.069195 0.01 -0.02 0.01
N 2.205172 0.991680 0.435877 0.13 0.06 0.06
C 2.258749 2.730628 2.215484 0.05 -0.02 -0.01
C 2.246714 4.230506 1.891559 -0.01 0.02 -0.01
C 0.831282 2.237640 2.436583 -0.08 -0.01 0.04
C 3.080891 2.482318 3.488821 0.00 -0.01 -0.01
H -1.059184 1.320781 -3.976494 -0.02 0.00 0.00
H -0.031411 0.140312 -4.782902 0.00 0.00 0.00
H 0.466201 0.800791 -3.235636 0.01 0.00 -0.01
H -1.934657 -0.967618 -3.847163 -0.01 0.02 0.01
H -1.224771 -0.549199 -0.968152 0.02 0.00 0.06
H -2.682842 -1.071085 -1.648915 0.00 0.01 -0.01
H -2.269480 0.651699 -1.790116 -0.01 -0.02 -0.01
H -1.406734 -2.901566 -4.500820 0.00 -0.01 0.00
H -0.030344 -4.952992 -4.472127 0.01 0.00 0.00
H 1.873081 -5.105312 -2.930796 0.00 0.00 0.00
H 2.810766 -4.587919 -1.161523 0.01 0.01 -0.03
H 4.437070 -2.068705 -1.596023 0.00 0.00 0.00
H 4.185446 -3.268700 -2.875466 0.01 -0.01 0.00
H 4.959031 -3.718543 -1.358775 0.00 0.00 0.01
H 2.876107 -2.006822 0.415354 0.00 0.04 -0.02
H 3.468361 -3.598691 0.855360 0.00 0.00 -0.01
H 1.731164 -3.343606 0.666391 0.00 0.01 0.02
H 2.972320 -0.782495 -2.343192 -0.01 -0.01 0.00
H 4.995201 1.144952 -1.332871 0.01 -0.01 0.00
H 4.887093 2.842921 0.747201 0.00 0.01 0.00
H 1.632588 4.448347 1.014708 0.00 0.00 0.00
H 3.253296 4.602685 1.702476 0.00 0.00 0.00
H 1.835663 4.786419 2.734338 0.00 0.00 0.01
H 0.192138 2.343375 1.531614 0.09 0.03 -0.04
H 0.298558 2.856355 3.159830 -0.01 -0.01 0.01
H 0.805073 1.220630 2.832663 0.03 0.02 -0.01
H 4.102775 2.841393 3.369295 0.00 0.00 0.00
H 3.119799 1.418853 3.731710 0.00 0.00 0.00
H 2.633277 3.011532 4.330332 0.00 0.00 0.01
N -1.519643 4.382208 -3.006952 -0.01 0.11 -0.04
N -0.601585 3.672532 -2.267939 -0.02 -0.06 0.01
N 0.680290 3.987864 -2.201118 0.06 0.09 -0.01
C 1.160483 3.013067 -1.464038 -0.12 -0.15 0.04
N 0.175079 2.154698 -1.103950 0.09 0.19 -0.10
N -0.940729 2.595966 -1.657285 -0.04 0.00 0.03
H -1.011719 5.094935 -3.521600 0.02 -0.04 0.00
H -2.194851 4.814664 -2.382628 0.00 -0.06 0.01
H 2.195978 2.917201 -1.186474 0.03 0.04 -0.02
```
Positions in Å, forces in eV/Å.

DFT (the ωB97M-V functional and the def2-TZVPD basis) results for a cluster of 8 separate species, BF4H14O7 in total in a non-equilibrium geometry.

The calculation puts the total energy at -959.73909 Ha. As for the charge: -1. The energy above the lowest of the compared OMol25 structures with the same formula, charge and spin is 9.67 kcal per mole. As for the strongest force on any atom: 3.64 eV/A.

The geometry in XYZ format:
```
26
Properties=species:S:1:pos:R:3:forces:R:3
B 0.697210 -0.275943 0.378005 0.77 -0.03 -0.63
F 1.586520 0.796757 0.185155 0.76 0.42 0.78
F -0.448840 0.108417 -0.212065 -3.25 1.32 -0.96
F 1.100060 -1.354403 -0.348145 1.11 -1.40 0.09
F 0.482130 -0.549273 1.697255 0.07 -0.09 1.24
O 1.918150 1.019937 -2.448855 0.08 -0.10 -0.63
H 2.297570 1.810827 -2.831955 0.00 0.13 -0.19
H 1.640630 1.287077 -1.572585 -0.02 -0.12 0.60
O -2.022660 -1.015803 3.283955 -0.17 0.00 0.65
H -1.317640 -0.522103 2.865115 0.34 -0.09 -0.32
H -2.722520 -1.035423 2.631245 -0.10 -0.02 -0.44
O -1.549940 2.179697 1.552385 -0.30 0.40 0.15
H -1.067440 1.573087 0.990745 0.20 -0.32 -0.40
H -1.292170 1.939427 2.442355 0.03 -0.06 0.21
O -3.080400 -1.028163 0.186185 -0.44 -0.33 0.22
H -3.794100 -0.424393 -0.019555 -0.15 0.16 -0.03
H -2.294710 -0.592413 -0.144035 0.62 0.17 -0.06
O 1.765700 -2.849103 -2.365705 0.10 -0.74 -0.70
H 1.281190 -2.574143 -1.587325 -0.04 0.26 0.22
H 2.557890 -2.311893 -2.357485 0.02 0.25 0.09
O 2.767680 0.740637 2.835375 0.54 0.21 0.41
H 2.188100 0.891327 3.582105 -0.13 -0.06 0.12
H 2.183400 0.725377 2.077335 -0.12 -0.03 -0.38
O -0.941390 0.867437 -3.692515 -0.30 0.25 -0.26
H -1.555110 0.216877 -4.033615 -0.14 -0.14 -0.05
H -0.379320 0.376167 -3.093385 0.51 -0.05 0.29
```
Positions in Å, forces in eV/Å.

DFT (the ωB97M-V functional and the def2-TZVPD basis) results for a structure of composition C19H25GaN2O5S2.

The calculation puts the total energy at -3945.39564 Ha. As for the charge: +2. The energy above the lowest of the compared OMol25 structures with the same formula, charge and spin is 0.00 kcal per mole. As for the strongest force on any atom: 0.14 eV/A.

The geometry in XYZ format:
```
54
Properties=species:S:1:pos:R:3:forces:R:3
Ga -0.345782 1.144508 -0.624980 0.04 -0.03 0.05
C -0.096822 -1.985497 -0.740873 -0.03 0.00 0.01
O -0.618420 -0.779332 -1.354719 0.01 0.06 -0.02
C -1.768005 -0.989719 -2.187558 0.00 0.01 0.01
C -2.041581 0.335089 -2.851800 0.00 -0.04 -0.01
O -1.984120 1.323565 -1.787492 0.01 -0.03 0.02
C -2.247520 2.688837 -2.216135 0.00 0.02 0.02
C -2.186826 3.522501 -0.962244 0.00 0.00 -0.01
O -0.999864 3.098536 -0.279067 0.01 0.03 -0.06
C -0.595736 3.941941 0.823013 0.00 -0.01 0.02
H -0.831470 -2.388640 -0.043205 -0.01 0.00 0.00
H 0.822532 -1.711806 -0.229357 -0.01 -0.01 -0.01
H 0.126199 -2.705580 -1.525497 0.00 0.00 0.00
H -2.608516 -1.318405 -1.571434 0.00 0.00 0.00
H -1.545720 -1.753340 -2.933710 -0.01 0.00 -0.01
H -3.032327 0.359992 -3.302731 0.00 0.00 0.00
H -1.283581 0.584109 -3.596772 0.01 0.00 0.00
H -3.232369 2.728384 -2.678588 0.00 0.00 0.00
H -1.479069 2.980062 -2.934557 0.00 -0.01 -0.01
H -3.054267 3.360669 -0.318392 0.00 0.00 0.00
H -2.113270 4.580417 -1.216791 0.00 0.00 0.01
H -0.404955 4.946052 0.449584 0.00 0.00 0.00
H 0.322669 3.522158 1.224346 0.00 0.00 -0.01
H -1.377570 3.956779 1.582176 0.00 -0.01 0.00
O 5.099345 -4.244844 -1.217962 -0.02 -0.01 0.05
C 4.212026 -3.721110 -2.072485 0.10 0.07 -0.05
O 3.869174 -4.325973 -3.044218 -0.08 -0.04 0.03
C 3.651887 -2.345074 -1.782163 -0.02 0.00 0.00
C 2.839452 -1.802305 -2.776075 0.05 0.00 -0.02
C 2.249194 -0.564286 -2.606387 0.01 0.01 -0.02
C 2.446198 0.136596 -1.421057 -0.01 -0.04 0.01
S 1.677392 1.737331 -1.185494 -0.03 0.05 0.00
C 3.279139 -0.378547 -0.436309 -0.02 0.03 0.00
C 3.884642 -1.615353 -0.622925 -0.01 -0.03 0.02
H 5.339915 -3.645302 -0.503501 0.02 0.02 -0.03
H 2.698944 -2.371870 -3.685137 -0.01 0.00 0.00
H 1.646278 -0.132889 -3.395748 0.01 -0.01 0.00
H 3.473453 0.190069 0.464424 0.01 0.00 -0.01
H 4.532960 -1.980705 0.164384 -0.01 -0.02 0.00
N -1.119432 -0.604535 6.088415 -0.07 -0.02 -0.02
C -1.673756 -1.153863 4.998381 0.03 0.00 0.09
S -2.524033 -2.544407 4.940780 0.01 0.00 -0.01
C -1.379699 -0.470060 3.705421 -0.03 0.01 -0.06
C -2.398572 -0.274830 2.768563 0.03 0.00 0.02
C -2.086036 0.243974 1.539168 -0.01 -0.01 0.00
N -0.817508 0.560615 1.198237 -0.01 0.01 -0.01
C 0.165511 0.396203 2.099354 0.01 -0.01 0.02
C -0.081477 -0.098617 3.362445 0.00 0.00 -0.02
H -1.282603 -1.045933 6.981231 0.00 0.00 0.00
H -0.768514 0.338898 6.092456 0.03 0.00 0.00
H -3.413496 -0.559295 3.007668 -0.01 0.00 -0.01
H -2.847644 0.407488 0.786424 0.01 0.00 0.00
H 1.164758 0.664661 1.775511 0.00 0.00 0.01
H 0.738893 -0.237319 4.053382 0.01 0.01 -0.01
```
Positions in Å, forces in eV/Å.